Entry from the OMol25 dataset: one molecule with the formula C6H11NO at a distorted geometry (ωB97M-V/def2-TZVPD).

Structure (XYZ):
```
19
Properties=species:S:1:pos:R:3:forces:R:3:mulliken_charge:R:1
C 1.231340 -1.048565 1.075786 1.6 0.8 -0.7 -0.74
C -0.508655 1.345000 0.186369 -0.2 -1.6 1.5 -1.06
C -1.395505 -1.170100 0.259340 0.7 -0.9 0.2 -1.47
C -0.499482 -0.282436 1.100981 -2.0 3.5 -1.6 1.04
C 1.620599 -0.498660 -0.115417 -0.1 -1.7 1.4 0.45
N -0.596872 1.517665 -1.249192 0.0 -0.1 -0.3 -0.47
C 1.894374 -0.213573 -1.338358 -0.4 0.8 -0.4 -0.65
O -0.732005 -0.001820 2.277538 0.6 -0.6 0.0 -0.69
H -0.225713 2.414658 -1.545704 -0.1 -0.1 0.1 0.23
H -1.555954 1.479564 -1.572874 0.1 -0.1 0.0 0.21
H 1.572679 -0.580946 1.993117 0.4 0.1 -0.1 0.26
H 1.270669 -2.132416 1.166869 -1.0 0.0 -0.3 0.34
H -1.445583 1.603699 0.685999 0.1 0.3 0.1 0.43
H 0.296869 1.940149 0.619301 0.0 -0.1 0.0 0.42
H -1.076861 -1.193881 -0.782079 0.1 0.1 0.0 0.35
H -1.357568 -2.184836 0.663180 -0.3 -0.1 -0.1 0.42
H -2.419542 -0.799996 0.311314 0.1 0.1 0.1 0.34
H 1.378734 0.643476 -1.796557 -0.2 -0.7 -0.1 0.28
H 2.548474 -0.836983 -1.939612 0.5 0.4 0.3 0.28
```
Forces are in eV/Å.

## Properties
Energy: -9932.5361 eV
Kohn-Sham gap (alpha / beta): 7.153 / 7.154 eV
Charge: 0
Energy relative to the best compared isomer or geometry (same formula, charge and spin): 136.5 kcal per mole
HOMO (alpha / beta): -7.6 / -7.6 eV


Entry from the OMol25 dataset: an isolated ion of composition C4H6NO2 and charge -1 at a distorted geometry (ωB97M-V/def2-TZVPD).

Structure (XYZ):
```
13
Properties=species:S:1:pos:R:3:forces:R:3:mulliken_charge:R:1
C 0.071196 -0.578765 -1.361888 -1.0 -1.8 -0.4 -0.79
C 1.154152 0.106698 -1.568591 1.1 1.0 -1.7 -0.60
C -0.262651 0.701192 0.866629 -3.1 0.9 -2.0 -0.71
C -0.533673 -0.627780 -0.052056 2.4 -1.1 1.2 0.31
N 0.946481 0.942928 1.401941 3.1 -1.1 2.9 -0.21
O 1.301985 0.212682 2.410413 -1.3 1.5 -2.4 -0.47
O -1.906775 -0.620042 -0.099463 -2.9 -2.4 -0.9 -0.49
H 1.619365 0.215150 -2.626206 -0.4 -0.1 2.1 0.18
H 1.480090 0.690618 -0.686599 0.8 0.4 -0.5 0.43
H -0.511289 1.572682 0.054879 0.2 -1.9 2.3 0.39
H -1.037665 0.386419 1.613834 0.5 1.0 -0.3 0.40
H -0.197327 -1.508233 0.635966 -0.1 1.2 -1.2 0.25
H -2.123890 -1.493549 -0.588860 0.4 2.4 0.9 0.31
```
Forces are in eV/Å.

## Properties
Energy: -9824.9674 eV
Kohn-Sham gap (alpha / beta): 6.321 / 6.312 eV
Charge: -1
Energy relative to the best compared isomer or geometry (same formula, charge and spin): 154.9 kcal per mole
HOMO (alpha / beta): -2.5 / -2.4 eV


Entry from the OMol25 dataset: one molecule with the formula C2H3FN2O at a distorted geometry (ωB97M-V/def2-TZVPD).

Structure (XYZ):
```
9
Properties=species:S:1:pos:R:3:forces:R:3:mulliken_charge:R:1
C -1.035784 -0.033845 -0.136250 -0.8 -2.9 1.2 1.03
C 1.283114 -0.016312 -0.079785 0.1 -0.1 0.1 -0.65
N -2.205783 0.735278 -0.219931 -0.3 -0.1 -0.9 -0.30
N -1.595029 0.815386 0.851264 0.6 -0.1 0.6 -0.27
O 0.069404 0.150015 -0.825538 0.0 0.2 -0.4 -0.34
F -1.277329 -1.488837 0.151316 0.5 3.0 -0.6 -0.32
H 2.083399 0.145460 -0.797796 0.0 0.0 0.1 0.22
H 1.340907 -1.026381 0.329515 0.0 0.1 -0.1 0.31
H 1.337101 0.719236 0.727208 0.0 0.0 -0.1 0.32
```
Forces are in eV/Å.

## Properties
Energy: -9864.9256 eV
SMILES: COC1(F)N=N1
Kohn-Sham gap: 10.687 eV
Charge: 0
Energy relative to the best compared isomer or geometry (same formula, charge and spin): 38.8 kcal per mole
HOMO: -10.7 eV


Entry from the OMol25 dataset: a 2-piece molecular cluster, C4H5N3O2 overall at a distorted geometry (ωB97M-V/def2-TZVPD).

Structure (XYZ):
```
14
Properties=species:S:1:pos:R:3:forces:R:3:mulliken_charge:R:1
C -0.760170 0.721236 0.046081 -1.0 -0.1 -0.2 -0.96
C -0.559817 -0.409196 0.981729 0.5 -0.7 0.0 0.29
C 0.039614 -1.628268 0.826246 0.6 0.8 -0.1 0.68
O 0.306590 -2.119649 2.043745 0.2 -0.5 -0.1 -0.11
N -0.176159 -1.223487 2.954086 -0.9 0.0 0.1 -0.18
N -0.736745 -0.281264 2.339470 0.7 0.4 0.3 -0.27
C 0.598459 -2.298688 -0.304053 -0.2 -0.4 -1.1 0.03
N 0.931603 -2.798648 -1.295334 -0.2 0.6 1.2 -0.39
H -0.110213 1.557651 0.333644 -0.1 -0.3 -0.2 0.19
H -0.599990 0.394079 -0.984614 0.3 0.2 0.2 0.39
H -1.798421 1.072203 0.104723 0.2 0.0 0.1 0.33
O 1.238063 2.090640 -2.305484 -0.2 -0.2 -0.5 -0.65
H 0.920357 2.694506 -1.627449 -0.1 0.1 -0.3 0.32
H 0.706835 2.228884 -3.112795 0.3 0.1 0.8 0.32
```
Forces are in eV/Å.

## Properties
Energy: -12791.7271 eV
SMILES: Cc1nnoc1C#N.O
Kohn-Sham gap: 10.303 eV
Charge: 0
Energy relative to the best compared isomer or geometry (same formula, charge and spin): 95.6 kcal per mole
HOMO: -10.5 eV


What did the fourth record say?
Entry from the OMol25 dataset: a 2-piece molecular cluster, C4H5N3O2 overall at a distorted geometry (ωB97M-V/def2-TZVPD).

Structure (XYZ):
```
14
Properties=species:S:1:pos:R:3:forces:R:3:mulliken_charge:R:1
C -0.760170 0.721236 0.046081 -1.0 -0.1 -0.2 -0.96
C -0.559817 -0.409196 0.981729 0.5 -0.7 0.0 0.29
C 0.039614 -1.628268 0.826246 0.6 0.8 -0.1 0.68
O 0.306590 -2.119649 2.043745 0.2 -0.5 -0.1 -0.11
N -0.176159 -1.223487 2.954086 -0.9 0.0 0.1 -0.18
N -0.736745 -0.281264 2.339470 0.7 0.4 0.3 -0.27
C 0.598459 -2.298688 -0.304053 -0.2 -0.4 -1.1 0.03
N 0.931603 -2.798648 -1.295334 -0.2 0.6 1.2 -0.39
H -0.110213 1.557651 0.333644 -0.1 -0.3 -0.2 0.19
H -0.599990 0.394079 -0.984614 0.3 0.2 0.2 0.39
H -1.798421 1.072203 0.104723 0.2 0.0 0.1 0.33
O 1.238063 2.090640 -2.305484 -0.2 -0.2 -0.5 -0.65
H 0.920357 2.694506 -1.627449 -0.1 0.1 -0.3 0.32
H 0.706835 2.228884 -3.112795 0.3 0.1 0.8 0.32
```
Forces are in eV/Å.

## Properties
Energy: -12791.7271 eV
SMILES: Cc1nnoc1C#N.O
Kohn-Sham gap: 10.303 eV
Charge: 0
Energy relative to the best compared isomer or geometry (same formula, charge and spin): 95.6 kcal per mole
HOMO: -10.5 eV


- The lowest charge belongs to which entry?
  C4H6NO2